Record 1
11 unconnected molecules or ions with the total composition C57H165N27O11P8, computed with wB97M-V/def2-TZVPD.

Geometry (Å):
1 C 17.4699 23.5790 14.1717
2 N 16.5065 24.1154 15.0848
3 C 15.9653 23.0630 15.9267
4 P 15.9130 25.6755 14.9353
5 O 16.4666 26.4835 13.8412
6 N 14.2872 25.4488 14.9919
7 C 13.7356 24.4430 14.1406
8 C 13.3790 26.5616 15.1625
9 N 16.2880 26.4958 16.3206
10 C 17.6471 27.0447 16.3358
11 C 15.8740 26.0879 17.7182
12 H 17.0270 22.9748 13.3995
13 H 18.1547 22.8613 14.7279
14 H 18.0721 24.3005 13.6640
15 H 15.0910 23.3233 16.5888
16 H 16.6992 22.5426 16.6054
17 H 15.5850 22.2628 15.2877
18 H 13.1859 24.9488 13.3035
19 H 14.4075 23.6899 13.7898
20 H 12.9448 23.8891 14.7615
21 H 12.4094 26.1480 15.5620
22 H 13.8106 27.2827 15.9050
23 H 13.1749 27.0843 14.2399
24 H 17.8140 27.9975 16.9468
25 H 18.4635 26.3632 16.6081
26 H 17.8714 27.3816 15.3546
27 H 16.5332 25.2687 18.1011
28 H 14.8368 25.8372 17.7242
29 H 16.1071 26.9171 18.4761
30 C 13.9502 20.4474 13.7242
31 N 12.8692 19.4434 13.9368
32 C 13.2929 18.3362 14.7043
33 P 11.5998 19.4574 12.8392
34 O 11.5080 20.8049 12.2099
35 N 11.6675 18.2488 11.7149
36 C 11.6241 16.8749 12.0754
37 C 11.4838 18.6169 10.3323
38 N 10.4096 18.9324 13.8581
39 C 9.1138 18.6148 13.2672
40 C 10.2922 19.5022 15.1893
41 H 14.3838 20.7191 14.7225
42 H 13.4222 21.2365 13.1554
43 H 14.7238 19.9800 13.1450
44 H 14.1391 17.8145 14.2249
45 H 12.4598 17.6471 14.7601
46 H 13.6911 18.6114 15.6515
47 H 12.6824 16.5487 12.0399
48 H 11.1559 16.8672 13.0106
49 H 10.9981 16.2721 11.3972
50 H 12.1151 18.0188 9.6887
51 H 10.4365 18.5201 10.0196
52 H 11.7226 19.6741 10.2362
53 H 8.5823 19.4585 12.9220
54 H 9.2573 18.1114 12.2971
55 H 8.6071 18.0413 13.9572
56 H 11.1951 19.2808 15.7602
57 H 9.4587 19.0585 15.7655
58 H 10.1017 20.5902 15.3615
59 C 11.0980 15.4080 22.2650
60 N 11.5467 14.1739 22.9104
61 C 10.5903 13.0329 22.6470
62 P 13.1151 13.6948 22.8514
63 O 13.1953 12.2887 23.2170
64 N 13.7847 14.0943 21.4006
65 C 14.1412 15.4702 21.1097
66 C 14.6832 13.1747 20.6715
67 N 13.9063 14.7782 23.8851
68 C 13.3110 15.0438 25.2126
69 C 15.3118 14.5867 23.9625
70 H 10.0150 15.6115 22.4742
71 H 11.3213 15.4691 21.1649
72 H 11.5987 16.2537 22.6804
73 H 11.0738 12.2238 23.2305
74 H 10.4406 12.7509 21.5548
75 H 9.5887 13.2532 23.0995
76 H 15.2884 15.5963 21.2366
77 H 13.9026 15.6481 20.0637
78 H 13.4717 16.1008 21.7100
79 H 14.6261 13.3063 19.5826
80 H 15.7137 13.2911 20.9949
81 H 14.4844 12.1458 20.8903
82 H 12.2196 15.2047 25.1402
83 H 13.4747 14.1946 25.8309
84 H 13.8142 15.8993 25.6755
85 H 15.8280 15.2254 24.5935
86 H 15.6221 14.5655 22.9645
87 H 15.6468 13.5999 24.3580
88 C 16.0454 11.8263 17.6278
89 N 15.4412 12.3362 16.4496
90 C 16.4705 12.7191 15.4440
91 P 14.0754 13.3060 16.6365
92 O 14.1734 14.5005 17.4348
93 N 13.7631 13.7520 15.0945
94 C 13.1794 15.1248 14.9274
95 C 13.5282 12.7784 13.9914
96 N 12.9733 12.2724 17.3192
97 C 12.0685 12.7818 18.3717
98 C 12.8784 10.8019 17.0616
99 H 15.4189 11.4208 18.4073
100 H 16.5984 12.6626 18.1151
101 H 16.7388 11.0607 17.3527
102 H 16.8857 11.8635 14.8965
103 H 17.3032 13.2492 16.0032
104 H 16.1093 13.4048 14.7100
105 H 12.1500 15.2132 15.3188
106 H 13.7291 15.8644 15.4805
107 H 13.2646 15.3768 13.8740
108 H 12.6181 13.0335 13.4147
109 H 14.2512 12.7130 13.2017
110 H 13.4562 11.7741 14.4671
111 H 12.2619 13.8230 18.5348
112 H 11.0827 12.5631 18.0142
113 H 12.2716 12.2829 19.4077
114 H 12.7653 10.1927 17.9878
115 H 13.8187 10.4660 16.5997
116 H 12.0046 10.5859 16.4034
117 C 14.7457 24.1841 21.0173
118 N 13.8591 23.1356 20.5878
119 C 14.3402 21.7243 20.7244
120 P 13.0432 23.4508 19.1714
121 O 13.8728 23.5886 17.9941
122 N 11.9150 22.1750 18.9806
123 C 10.9338 21.8500 20.0266
124 C 11.6712 21.7007 17.6542
125 N 12.2497 24.8596 19.5774
126 C 11.8518 25.6626 18.4419
127 C 11.5715 25.0215 20.8245
128 H 14.2933 25.1470 20.9664
129 H 15.6895 24.1736 20.4362
130 H 15.1136 24.0199 22.0369
131 H 13.5432 20.9436 20.6844
132 H 14.9412 21.6906 21.6636
133 H 15.0510 21.4299 19.8215
134 H 10.0462 22.4746 19.8918
135 H 10.7295 20.8299 19.8075
136 H 11.4426 21.9225 20.9758
137 H 12.5120 21.8434 16.9144
138 H 11.5091 20.5763 17.7219
139 H 10.7215 22.0988 17.2098
140 H 12.6952 26.0928 17.9317
141 H 11.3343 25.0005 17.7448
142 H 11.1535 26.5002 18.7411
143 H 11.9697 25.7684 21.5556
144 H 11.5276 24.1604 21.4083
145 H 10.4723 25.3098 20.7401
146 C 19.8239 24.3792 21.6080
147 N 18.8002 23.3401 21.6475
148 C 17.6836 23.6673 22.5485
149 P 18.8431 22.0867 20.6650
150 O 17.5691 21.3987 20.8763
151 N 19.0840 22.6734 19.1011
152 C 20.4126 23.0724 18.6406
153 C 18.0255 23.5309 18.5634
154 N 20.2274 21.1985 20.9582
155 C 20.3214 19.9422 20.2015
156 C 20.4946 21.0754 22.3859
157 H 20.5793 24.3412 22.4272
158 H 19.4510 25.4015 21.6792
159 H 20.3999 24.3011 20.6717
160 H 17.9517 23.6666 23.5558
161 H 16.8203 23.0267 22.3378
162 H 17.3526 24.6924 22.3840
163 H 21.1418 22.6192 19.3005
164 H 20.4892 22.6789 17.6372
165 H 20.6201 24.1186 18.5659
166 H 17.1030 23.1235 18.8415
167 H 18.0619 24.5276 18.9929
168 H 18.1671 23.5226 17.4743
169 H 19.8402 19.9977 19.2153
170 H 21.3764 19.7560 20.1396
171 H 19.7196 19.2488 20.7818
172 H 21.4324 20.5315 22.3828
173 H 19.6607 20.5163 22.8606
174 H 20.6627 22.0598 22.8493
175 C 21.1257 14.8318 19.3183
176 N 21.7042 15.3635 20.5348
177 C 23.1122 15.7723 20.4052
178 P 21.1545 14.8186 22.0181
179 O 21.6758 13.5293 22.5403
180 N 21.4065 16.0932 23.1078
181 C 21.1512 15.8945 24.5276
182 C 21.4889 17.4527 22.7091
183 N 19.4594 14.7445 21.8229
184 C 18.7714 13.4201 21.6436
185 C 18.6305 15.9172 21.9450
186 H 21.3548 13.7434 19.1276
187 H 21.3494 15.4667 18.4786
188 H 20.0581 14.8621 19.2798
189 H 23.2086 16.4287 19.5541
190 H 23.8109 14.9737 20.1089
191 H 23.4163 16.2416 21.3422
192 H 20.1551 16.3746 24.6815
193 H 21.1339 14.8504 24.7525
194 H 21.8881 16.3963 25.2107
195 H 20.6923 18.1304 23.0985
196 H 22.4414 17.8612 23.0719
197 H 21.5604 17.4221 21.5633
198 H 17.8585 13.3956 22.2882
199 H 18.3616 13.2124 20.6706
200 H 19.3481 12.5613 21.8980
201 H 18.1140 16.0510 22.9103
202 H 17.8068 15.9220 21.1929
203 H 19.1097 16.8876 21.7686
204 C 14.3341 18.3633 23.8163
205 N 15.1319 19.5478 23.9019
206 C 16.3460 19.4908 23.1296
207 P 14.8413 20.9930 24.6141
208 O 15.3404 22.1881 23.8289
209 N 13.1886 21.1461 24.8094
210 C 12.4639 20.8914 26.0743
211 C 12.2969 21.1950 23.6636
212 N 15.4445 20.8237 26.1759
213 C 16.4046 19.8081 26.5769
214 C 15.6744 22.1232 26.7293
215 H 13.3888 18.4448 24.3097
216 H 14.7604 17.4769 24.3529
217 H 14.2250 17.9558 22.8198
218 H 16.1772 19.0468 22.1395
219 H 17.0757 18.8443 23.6827
220 H 16.7378 20.5021 22.9335
221 H 11.8491 20.0131 26.1073
222 H 13.2128 20.8080 26.8203
223 H 11.7766 21.7399 26.3538
224 H 12.1339 20.2031 23.3163
225 H 11.3903 21.6578 24.0291
226 H 12.6156 21.8629 22.8284
227 H 17.4711 20.1254 26.5295
228 H 16.2450 19.4941 27.6782
229 H 16.1588 19.0362 25.8682
230 H 16.1940 22.0854 27.7107
231 H 14.7735 22.5892 27.0572
232 H 16.2431 22.8374 26.1068
233 C 11.6484 16.9639 18.0758
234 N 12.1520 18.0168 18.9875
235 C 13.4347 18.5905 18.7437
236 C 11.6797 18.0799 20.2089
237 O 12.2519 18.6624 21.1402
238 H 12.4338 16.1562 17.8210
239 H 11.2801 17.3883 17.1702
240 H 10.8823 16.3841 18.5047
241 H 13.3608 19.7048 18.9965
242 H 14.1886 18.2570 19.4477
243 H 13.8012 18.4066 17.7369
244 H 10.7874 17.4398 20.4164
245 C 17.4447 18.2175 19.5034
246 N 17.0441 18.2539 18.0817
247 C 17.2007 17.0099 17.3434
248 C 16.7144 19.4552 17.5258
249 O 16.3136 19.6105 16.3941
250 H 16.7304 17.6014 20.0769
251 H 17.3891 19.2373 19.9550
252 H 18.4800 17.8235 19.5315
253 H 18.2425 16.7107 17.5408
254 H 16.4325 16.2897 17.6732
255 H 17.1287 17.2883 16.2110
256 H 16.7194 20.3108 18.1992
257 C 19.2281 19.0165 13.8903
258 N 19.7440 19.1885 15.2510
259 C 19.4695 20.5499 15.7517
260 C 20.0059 18.1992 16.1441
261 O 20.1929 18.4498 17.3076
262 H 19.3007 17.9602 13.5578
263 H 19.9268 19.6587 13.2687
264 H 18.1616 19.4000 13.8902
265 H 20.2085 21.2803 15.5193
266 H 18.5206 20.8604 15.4134
267 H 19.3252 20.5186 16.8127
268 H 19.9665 17.2091 15.6541

Cartesian forces (eV/Å) of the 2 atoms listed first:
1.15 -1.24 0.62
0.19 0.20 0.17

Values from the calculation:
- SMILES: CN(C)P(=O)(N(C)C)N(C)C.CN(C)P(=O)(N(C)C)N(C)C.CN(C)P(=O)(N(C)C)N(C)C.CN(C)P(=O)(N(C)C)N(C)C.CN(C)P(=O)(N(C)C)N(C)C.CN(C)P(=O)(N(C)C)N(C)C.CN(C)P(=O)(N(C)C)N(C)C.CN(C)P(=O)(N(C)C)N(C)C.CN(C)C=O.CN(C)C=O.CN(C)C=O
- Energy: -198859.809 eV
- 2S+1: 1
- LUMO energy: 0.00797 Ha
- Highest occupied orbital energy: -7.874 eV
- Net charge: 0



Record 2
A molecular structure, BeH8O4, computed with wB97M-V/def2-TZVPD.

Geometry (Å):
1 Be 0.0565 -0.0738 -0.0428
2 O 1.0805 -1.2958 0.3592
3 H 2.0185 -1.4798 0.2002
4 H 0.8245 -2.0108 0.9312
5 O -1.3575 -0.2748 0.8192
6 H -1.4855 0.1012 1.7022
7 H -2.2795 -0.2138 0.4632
8 O -0.3675 -0.0178 -1.6188
9 H -1.3355 0.0002 -1.6988
10 H 0.0435 -0.0988 -2.4928
11 O 0.7895 1.4022 0.3602
12 H 1.6625 1.7682 0.2872
13 H 0.3505 2.1932 0.7302

Cartesian forces (eV/Å) of the 2 atoms listed first:
0.71 0.31 0.01
0.31 0.34 -0.29

Values from the calculation:
- ΔE to the lowest compared entry with this formula, charge and spin: 6.3 kcal/mol
- Energy: -8707.627 eV
- 2S+1: 1
- LUMO energy: -0.30011 Ha
- Highest occupied orbital energy: -22.665 eV
- Net charge: +2



Record 3
A gas-phase ion, C9H14N2O2 (charge +2), computed with wB97M-V/def2-TZVPD.

Geometry (Å):
1 C 0.8313 1.0431 0.4553
2 C -0.2947 0.8538 -0.2366
3 C 1.4779 -1.1039 1.1438
4 C 1.7901 0.5309 2.7497
5 C -0.4842 1.6923 -1.5564
6 C -1.2812 -0.3426 -0.1930
7 C -0.6544 3.0904 -1.4495
8 C -1.2842 -2.7906 -0.1574
9 C 0.2242 -1.6284 -1.5540
10 N 1.2757 0.1239 1.3696
11 N -0.6620 -1.6517 -0.6551
12 O 1.7115 -2.1782 1.0941
13 O -0.5780 0.9480 -2.4971
14 H 1.2534 2.0202 0.2538
15 H 2.0405 -0.2920 3.3155
16 H 1.0555 1.1238 3.1178
17 H -1.6751 -0.4694 0.9362
18 H -2.1760 -0.1378 -0.7763
19 H 0.3512 3.5006 -1.5412
20 H -0.9904 3.5272 -0.4415
21 H -1.1953 3.5035 -2.2034
22 H -1.5296 -2.6155 0.8381
23 H -2.2232 -2.8180 -0.6244
24 H -0.9431 -3.8917 -0.3372
25 H 0.7606 -2.4369 -1.8802
26 H 0.4911 -0.6728 -1.9230
27 H 2.7084 1.0719 2.7525

Cartesian forces (eV/Å) of the 2 atoms listed first:
-2.80 1.37 -2.35
-0.36 -0.71 -1.22

Values from the calculation:
- ΔE to the lowest compared entry with this formula, charge and spin: 59.2 kcal/mol
- Energy: -16613.677 eV
- 2S+1: 1
- LUMO energy: -0.30484 Ha
- Highest occupied orbital energy: -17.543 eV
- Net charge: +2



Record 4
A single C20H22FN3O3 molecule, computed with wB97M-V/def2-TZVPD.

Geometry (Å):
1 O -1.4291 2.4842 -2.4922
2 C -1.3322 2.9344 -1.4355
3 C 0.0180 2.9517 -0.7590
4 N 0.6762 1.6335 -0.4251
5 C -0.0802 0.5755 0.2616
6 C 0.7922 -0.5945 0.7975
7 C 1.5785 -1.1444 -0.3983
8 C 2.5436 -2.3782 -0.1360
9 C 3.3975 -2.4069 0.8857
10 C 4.2096 -3.5053 1.0367
11 C 4.0668 -4.5820 0.2366
12 O 5.0844 -5.4897 0.3464
13 C 3.2458 -4.4436 -0.8086
14 N 2.4805 -3.3966 -0.9832
15 C 2.4266 0.0338 -1.0138
16 C 1.7199 1.2123 -1.4117
17 C -0.3793 3.7836 0.5490
18 O -1.8749 3.6504 0.6637
19 N -2.3930 3.3765 -0.6468
20 C -3.6713 2.6771 -0.8158
21 C -3.8651 1.4282 0.0176
22 C -3.9783 0.1230 -0.6790
23 C -3.9627 -1.1234 0.0570
24 C -3.6958 -1.0757 1.4383
25 F -3.6124 -2.2534 2.1332
26 C -3.7388 0.1661 2.1468
27 C -3.7081 1.3718 1.3933
28 H 0.7060 3.5357 -1.3195
29 H -0.6192 0.9356 1.1222
30 H -0.7972 0.2353 -0.4195
31 H 0.2206 -1.4548 1.2259
32 H 1.5329 -0.2054 1.4806
33 H 0.8113 -1.3988 -1.1536
34 H 3.4601 -1.5467 1.5590
35 H 4.8774 -3.6078 1.7799
36 H 5.6312 -5.1194 1.1190
37 H 3.2788 -5.0696 -1.6387
38 H 3.1579 0.2496 -0.2546
39 H 2.8922 -0.4294 -1.8628
40 H 2.4395 2.0521 -1.6431
41 H 1.2700 1.0552 -2.3443
42 H -0.0076 4.8993 0.4851
43 H 0.2450 3.4392 1.4520
44 H -3.8433 2.4722 -1.8673
45 H -4.5224 3.3251 -0.5419
46 H -3.8953 0.0187 -1.7457
47 H -4.1066 -2.0495 -0.5286
48 H -3.6423 0.3244 3.2200
49 H -3.6079 2.3307 1.9172

Cartesian forces (eV/Å) of the 2 atoms listed first:
-1.26 -2.06 -5.55
0.62 0.49 3.80

Values from the calculation:
- ΔE to the lowest compared entry with this formula, charge and spin: 161.1 kcal/mol
- SMILES: O=C1[C@H](N2CCC(c3ccc(O)cn3)CC2)CON1Cc1ccc(F)cc1
- Energy: -34422.474 eV
- 2S+1: 1
- LUMO energy: 0.02310 Ha
- Highest occupied orbital energy: -8.185 eV
- Net charge: 0



Record 5
A molecular structure, C4H9NO, computed with wB97M-V/def2-TZVPD.

Geometry (Å):
1 C 2.3647 0.4981 -0.1494
2 O 0.9620 0.5052 -0.0186
3 C 0.3989 -0.7855 0.0531
4 C -1.0410 -0.8942 -0.3917
5 C -2.3380 0.2437 0.4157
6 N -1.6248 0.3124 -0.8756
7 H 2.6944 -0.0855 -1.0251
8 H 2.8553 0.0845 0.7446
9 H 2.6805 1.5356 -0.2802
10 H 0.6196 -1.2772 1.0177
11 H 0.8400 -1.4406 -0.7208
12 H -2.0844 -0.9471 0.5711
13 H -1.9543 0.8572 1.2343
14 H -3.4258 0.3166 0.2991
15 H -0.9470 1.0768 -0.8742

Cartesian forces (eV/Å) of the 2 atoms listed first:
0.26 0.04 0.01
-0.11 0.10 0.05

Values from the calculation:
- ΔE to the lowest compared entry with this formula, charge and spin: 135.2 kcal/mol
- Energy: -7826.456 eV
- 2S+1: 1
- LUMO energy: 0.03594 Ha
- Highest occupied orbital energy: -7.690 eV
- Net charge: 0



Question: Which value of 2S+1 does entry 2 give?
Answer: 1